No. 1
{"formula": "C6H8", "method": "the ωB97M-V functional and the def2-TZVPD basis", "energy_ha": -233.3207, "lumo_ev": 1.17, "e_above_lowest_kcal_mol": 41.60, "charge": 0, "smiles": "C#CCC1CC1", "multiplicity": 1, "species": ["C", "C", "C", "C", "C", "C", "H", "H", "H", "H", "H", "H", "H", "H"], "positions_angstrom": [[1.0430, 2.3293, 1.4735], [0.5458, 1.2364, 1.3826], [-0.0726, -0.0789, 1.1772], [-0.6247, -0.1752, -0.2364], [-0.6562, -1.4498, -1.0284], [0.2756, -0.3358, -1.4246], [1.4901, 3.2938, 1.5643], [0.6691, -0.8645, 1.3725], [-0.8743, -0.2240, 1.9139], [-1.4627, 0.4971, -0.4059], [-1.5371, -1.6588, -1.6301], [-0.1915, -2.3350, -0.6016], [1.3369, -0.5000, -1.2537], [0.0588, 0.2653, -2.3032]], "forces_ev_per_angstrom": [[-0.1750, -0.4198, 0.0152], [0.2380, 0.4618, 0.0614], [0.0292, -0.0430, -0.0336], [-0.1036, 0.1177, 0.0037], [-0.0800, -0.1852, 0.0301], [0.1425, 0.0980, -0.0825], [-0.0762, -0.1493, -0.0024], [-0.0847, 0.1079, -0.1415], [0.1206, 0.0210, -0.1607], [0.0821, -0.1112, 0.0473], [0.1901, 0.0730, 0.0731], [-0.1016, 0.1478, 0.0123], [-0.1802, 0.0621, 0.0593], [-0.0012, -0.1808, 0.1184]], "mulliken_charge": [0.065, -0.423, -0.772, 0.005, -0.596, -0.535, 0.406, 0.258, 0.290, 0.347, 0.246, 0.234, 0.225, 0.250]}



No. 2
{"formula": "C6H8", "method": "the ωB97M-V functional and the def2-TZVPD basis", "energy_ha": -233.1731, "lumo_ev": [0.15, -0.43], "e_above_lowest_kcal_mol": 134.25, "charge": 0, "multiplicity": 1, "species": ["C", "C", "C", "C", "C", "C", "H", "H", "H", "H", "H", "H", "H", "H"], "positions_angstrom": [[0.0312, -0.9007, -2.1238], [0.1286, -0.5420, -3.3809], [0.7894, 1.5762, 1.1944], [0.1087, -0.9084, -0.8752], [-0.0341, 0.5101, 1.1998], [-0.8297, -0.1840, 2.1977], [1.1327, -0.3241, -3.8360], [-0.6201, -0.7394, -4.1971], [1.2570, 2.0816, 0.3602], [0.9006, 2.1859, 2.0509], [0.1998, -1.6780, -0.0988], [-0.9357, 0.5039, 3.0404], [-0.3527, -1.1144, 2.5228], [-1.7757, -0.4666, 1.9457]], "forces_ev_per_angstrom": [[0.0595, 1.2046, 0.1807], [0.6110, -0.5590, -3.2422], [-1.7578, -1.5588, -0.7169], [-0.2641, -0.9945, 3.0856], [1.8271, 1.7180, -2.0901], [2.3399, 0.2626, 1.3270], [-0.9343, -0.0457, 0.7890], [0.4014, 0.3764, 1.3269], [-0.0005, -0.7508, -0.5024], [-0.0419, 0.3228, 1.4172], [0.0853, 0.4578, -0.7575], [0.1307, -0.1370, 0.3212], [0.2099, 0.1920, 0.1438], [-2.6659, -0.4884, -1.2822]], "mulliken_charge": [0.118, -0.771, -0.746, -0.123, 0.354, -1.093, 0.222, 0.237, 0.271, 0.307, 0.256, 0.360, 0.256, 0.352]}



- Which formula does entry 2 have?
  C6H8